{"formula": "C24H30Cl4N6Sn", "method": "the ωB97M-V functional and the def2-TZVPD basis", "homo_lumo_gap_ev": 6.05, "homo_ha": -0.0891, "charge": -2, "energy_ev": -90236.8498, "multiplicity": 1, "elements": ["Sn", "Cl", "Cl", "Cl", "Cl", "N", "C", "C", "C", "C", "H", "H", "H", "H", "H", "N", "C", "C", "C", "C", "H", "H", "H", "H", "H", "N", "C", "C", "C", "C", "H", "H", "H", "H", "H", "N", "C", "C", "C", "C", "H", "H", "H", "H", "H", "N", "C", "C", "C", "C", "H", "H", "H", "H", "H", "N", "C", "C", "C", "C", "H", "H", "H", "H", "H"], "positions_angstrom": [[1.10, 0.94, 0.42], [0.22, 2.49, 3.83], [1.58, -2.78, 0.34], [4.12, -0.23, -1.08], [3.00, -0.29, 3.17], [-0.09, -0.65, -2.89], [0.41, 0.65, -3.05], [-0.55, 1.59, -2.56], [-1.68, 0.90, -2.25], [-1.42, -0.45, -2.46], [0.41, -1.46, -3.22], [1.41, 0.81, -3.43], [-0.46, 2.66, -2.44], [-2.68, 1.24, -2.03], [-1.95, -1.39, -2.36], [1.17, -3.39, -3.00], [2.06, -2.54, -3.58], [1.82, -2.54, -4.94], [0.84, -3.51, -5.16], [0.49, -3.99, -3.94], [1.22, -3.72, -2.05], [2.73, -1.94, -2.97], [2.35, -2.00, -5.71], [0.48, -3.85, -6.12], [-0.36, -4.60, -3.66], [0.89, -5.06, 3.21], [0.33, -6.03, 4.04], [-0.66, -5.38, 4.78], [-0.65, -4.01, 4.44], [0.41, -3.87, 3.50], [1.63, -5.24, 2.54], [0.53, -7.08, 3.95], [-1.30, -5.86, 5.50], [-1.22, -3.20, 4.87], [0.83, -3.05, 2.92], [-1.87, 0.66, 1.98], [-1.34, -0.55, 2.45], [-1.81, -1.57, 1.69], [-2.55, -1.03, 0.68], [-2.60, 0.36, 0.85], [-1.77, 1.50, 2.52], [-0.72, -0.68, 3.32], [-1.64, -2.63, 1.85], [-3.05, -1.53, -0.14], [-3.13, 1.15, 0.34], [-3.04, 4.17, 1.49], [-1.78, 4.35, 1.01], [-1.77, 4.34, -0.40], [-3.11, 4.15, -0.68], [-3.88, 4.02, 0.43], [-3.36, 4.30, 2.44], [-1.03, 4.58, 1.76], [-0.93, 4.44, -1.07], [-3.45, 4.23, -1.70], [-4.91, 3.88, 0.70], [3.83, 3.20, -0.36], [3.61, 3.26, 1.03], [2.58, 4.12, 1.32], [2.19, 4.61, 0.05], [2.93, 4.07, -0.95], [4.63, 2.81, -0.82], [4.35, 2.67, 1.54], [2.19, 4.41, 2.29], [1.43, 5.32, -0.23], [2.97, 4.21, -2.02]], "lowdin_charge": [1.10, -0.53, -0.43, -0.56, -0.60, 0.07, -0.14, -0.19, -0.17, -0.11, 0.07, 0.10, 0.07, 0.09, 0.10, 0.00, -0.16, -0.12, -0.14, -0.20, 0.05, 0.06, 0.09, 0.08, 0.11, 0.01, -0.15, -0.16, -0.10, -0.17, 0.13, 0.08, 0.07, 0.08, 0.04, -0.02, -0.18, -0.15, -0.14, -0.16, 0.02, 0.10, 0.09, 0.08, 0.08, 0.02, -0.13, -0.10, -0.18, -0.16, 0.15, 0.08, 0.08, 0.09, 0.10, 0.00, -0.16, -0.13, -0.18, -0.17, 0.11, 0.11, 0.07, 0.08, 0.10]}

{"formula": "C23H31N8OS2W", "method": "the ωB97M-V functional and the def2-TZVPD basis", "homo_lumo_gap_ev": [6.63, 6.64], "homo_ha": [-0.6177, -0.6176], "charge": 3, "energy_ev": -61796.2082, "multiplicity": 1, "elements": ["W", "C", "C", "C", "C", "C", "H", "H", "H", "H", "H", "N", "C", "N", "C", "C", "S", "C", "C", "S", "C", "N", "N", "H", "H", "H", "H", "H", "H", "C", "C", "N", "C", "C", "C", "C", "N", "H", "H", "H", "H", "H", "H", "H", "H", "H", "H", "H", "H", "H", "H", "N", "C", "O", "C", "C", "C", "C", "N", "C", "H", "H", "H", "H", "H", "H"], "positions_angstrom": [[0.19, -1.53, 0.38], [-0.39, -3.85, 0.77], [0.71, -3.82, -0.09], [1.79, -3.18, 0.58], [1.33, -2.83, 1.88], [-0.03, -3.22, 1.99], [-1.36, -4.24, 0.53], [0.72, -4.20, -1.10], [2.82, -3.12, 0.26], [1.93, -2.38, 2.66], [-0.64, -3.11, 2.88], [-3.26, -2.49, 1.41], [-3.05, -2.07, 0.15], [-1.86, -1.80, -0.39], [-2.01, -1.45, -1.73], [-3.28, -1.40, -2.18], [-4.37, -1.85, -0.93], [-0.78, -1.27, -2.47], [-0.62, -1.00, -3.78], [1.04, -1.10, -4.23], [1.45, -1.49, -2.61], [0.42, -1.49, -1.77], [2.73, -1.76, -2.27], [-2.50, -2.67, 2.04], [-4.18, -2.77, 1.70], [-3.63, -1.18, -3.17], [-1.38, -0.80, -4.52], [3.38, -1.91, -3.03], [2.90, -2.36, -1.48], [-1.15, 2.69, -2.11], [-0.72, 3.11, -0.70], [-1.53, 2.50, 0.37], [-2.59, 3.35, 0.97], [-3.92, 3.22, 0.25], [-1.37, 1.25, 0.73], [-2.20, 0.68, 1.83], [-0.44, 0.46, 0.16], [-0.48, 3.15, -2.84], [-2.16, 3.03, -2.32], [-1.12, 1.61, -2.24], [-0.82, 4.19, -0.60], [0.33, 2.89, -0.51], [-2.24, 4.38, 0.93], [-2.69, 3.10, 2.02], [-3.85, 3.54, -0.79], [-4.65, 3.87, 0.74], [-4.31, 2.20, 0.28], [-2.15, 1.31, 2.72], [-1.84, -0.31, 2.10], [-3.25, 0.60, 1.54], [0.14, 0.99, -0.48], [5.34, 1.29, -1.00], [5.21, 1.50, 0.33], [6.04, 2.04, 1.02], [3.92, 1.04, 0.99], [3.71, 1.49, 2.29], [2.57, 1.10, 2.98], [1.69, 0.25, 2.34], [1.89, -0.23, 1.10], [2.99, 0.18, 0.44], [6.19, 1.63, -1.43], [4.61, 0.97, -1.60], [4.46, 2.14, 2.74], [2.38, 1.43, 3.98], [0.79, -0.08, 2.86], [3.11, -0.21, -0.56]], "lowdin_charge": [1.63, -0.11, -0.12, -0.17, -0.16, -0.14, 0.13, 0.14, 0.13, 0.14, 0.13, 0.15, -0.67, -0.08, -0.33, -0.28, 1.18, -0.33, -0.29, 1.20, -0.64, -0.07, 0.13, 0.08, 0.13, 0.10, 0.11, 0.13, 0.08, -0.04, -0.16, -0.03, -0.16, -0.04, -0.35, 0.02, -0.03, 0.10, 0.08, 0.05, 0.13, 0.12, 0.13, 0.12, 0.08, 0.10, 0.07, 0.11, 0.05, 0.10, 0.07, 0.19, -0.49, 0.12, -0.07, 0.07, 0.02, -0.13, -0.11, -0.05, 0.14, 0.09, 0.15, 0.14, 0.12, 0.09]}

{"formula": "C23H27ClCoN2O5S4Si", "method": "the ωB97M-V functional and the def2-TZVPD basis", "s2": 0.759, "homo_lumo_gap_ev": [4.78, 4.77], "homo_ha": [-0.0245, -0.0240], "charge": -2, "de_lowest_ev": 0.000, "energy_ev": -138881.3847, "multiplicity": 2, "elements": ["Co", "O", "C", "S", "C", "C", "S", "S", "S", "Cl", "C", "C", "C", "C", "O", "C", "C", "O", "C", "H", "H", "H", "H", "C", "Si", "C", "C", "O", "H", "H", "H", "H", "H", "H", "H", "H", "H", "C", "C", "N", "C", "C", "C", "O", "C", "C", "C", "C", "N", "C", "H", "H", "H", "H", "H", "H", "H", "H", "H", "H", "H", "H", "H", "H"], "positions_angstrom": [[-1.20, 0.68, 0.83], [-4.64, -4.69, 3.51], [-4.01, -3.77, 3.01], [-2.78, -3.97, 1.78], [-2.30, -2.27, 1.62], [-2.95, -1.41, 2.42], [-2.77, 0.34, 2.51], [-4.17, -2.09, 3.48], [-1.08, -1.93, 0.41], [0.36, 5.24, -4.66], [0.29, 3.99, -3.42], [0.86, 2.73, -3.67], [0.83, 1.75, -2.72], [0.22, 1.94, -1.43], [0.23, 1.00, -0.58], [-0.36, 3.24, -1.22], [-0.97, 3.65, 0.03], [-1.14, 2.98, 1.04], [-0.31, 4.23, -2.22], [1.32, 2.54, -4.64], [1.23, 0.77, -2.92], [-1.28, 4.72, 0.04], [-0.75, 5.19, -2.02], [-2.53, -0.34, -3.09], [-3.45, 0.44, -1.62], [-4.68, -0.84, -0.98], [-4.48, 1.86, -2.36], [-2.49, 1.01, -0.51], [-3.07, -0.23, -4.03], [-2.36, -1.40, -2.90], [-1.56, 0.14, -3.19], [-5.38, -1.16, -1.75], [-5.23, -0.43, -0.13], [-4.13, -1.71, -0.62], [-5.09, 1.52, -3.20], [-3.83, 2.66, -2.71], [-5.15, 2.27, -1.60], [4.46, -3.86, 1.26], [4.88, -2.49, 0.74], [3.84, -1.48, 0.93], [3.25, -0.92, -0.30], [2.35, -1.92, -1.01], [3.70, -0.99, 2.19], [4.47, -1.32, 3.09], [2.55, -0.08, 2.50], [2.67, 0.83, 3.54], [1.59, 1.63, 3.86], [0.43, 1.51, 3.12], [0.31, 0.63, 2.12], [1.33, -0.18, 1.84], [5.25, -4.59, 1.09], [3.55, -4.20, 0.76], [4.26, -3.81, 2.33], [5.08, -2.54, -0.33], [5.79, -2.16, 1.25], [4.09, -0.64, -0.95], [2.71, -0.01, -0.07], [2.90, -2.83, -1.27], [1.97, -1.48, -1.92], [1.49, -2.20, -0.39], [3.61, 0.88, 4.08], [1.64, 2.35, 4.67], [-0.44, 2.12, 3.30], [1.10, -0.92, 1.10]], "lowdin_charge": [0.17, -0.14, -1.09, 0.89, -1.16, -1.13, 0.55, 0.89, 0.54, 0.56, -0.69, -0.13, -0.02, -0.35, -0.09, -0.12, -0.20, -0.01, -0.09, 0.09, 0.10, 0.12, 0.10, -0.17, 0.22, -0.17, -0.19, -0.41, 0.01, 0.01, 0.00, 0.01, 0.02, 0.01, 0.01, 0.01, 0.01, -0.08, -0.22, -0.05, -0.21, -0.07, -0.40, 0.03, -0.09, -0.01, -0.04, -0.11, 0.00, -0.08, 0.07, 0.07, 0.07, 0.11, 0.11, 0.12, 0.10, 0.07, 0.07, 0.01, 0.11, 0.10, 0.10, 0.03]}

{"formula": "C3H4N2O2", "method": "the ωB97M-V functional and the def2-TZVPD basis", "homo_lumo_gap_ev": 9.29, "homo_ha": -0.3559, "de_lowest_ev": 4.731, "energy_ev": -10247.5345, "multiplicity": 1, "elements": ["O", "C", "O", "C", "C", "N", "N", "H", "H", "H", "H"], "positions_angstrom": [[1.09, -1.30, 0.05], [-0.25, -0.95, -0.14], [-0.72, -1.34, -1.36], [-0.21, 0.80, -0.16], [-0.85, 1.10, 0.98], [-1.36, -0.03, 1.64], [-1.06, -1.11, 1.09], [1.10, -2.30, 0.43], [-1.00, -2.18, -1.36], [0.50, 1.41, -0.83], [-1.10, 2.09, 1.50]], "lowdin_charge": [0.00, -0.58, 0.10, 0.08, -0.16, 0.01, 0.07, 0.18, 0.04, 0.13, 0.12]}